[1]
ORCA calculation (wB97M-V/def2-TZVPD) on a structure of composition C29H22N4OPt.

Computed properties:
LUMO energy (alpha / beta)	-0.0188 / -0.0187	hartree
frontier orbital gap (alpha / beta)	5.40 / 5.35	eV

The geometry in XYZ format:
```
57
Properties=species:S:1:pos:R:3:mulliken_charge:R:1
H -0.068 -1.170 5.889 0.381
C -0.066 -3.260 -3.259 -0.833
H -0.163 4.448 -0.175 0.343
C 5.975 1.510 0.066 -0.599
H -0.024 -4.334 2.686 0.391
C 2.217 1.577 -0.145 0.306
C -0.051 -0.913 4.837 -0.848
C 5.263 3.801 -0.057 -0.645
H -0.060 -6.256 -1.673 0.392
C -0.025 0.422 4.444 -0.732
C -0.053 -4.334 -0.695 1.252
C -0.003 -0.242 2.139 0.036
C -0.032 -1.580 2.529 0.171
H 0.006 1.805 2.803 0.430
C -4.592 1.255 0.056 -0.367
C -0.059 -2.414 -2.186 -0.916
H 3.138 4.111 -0.177 0.434
C -0.007 0.759 3.095 -0.611
H -0.073 -5.315 -3.943 0.390
N -0.050 -2.084 0.208 0.430
C -3.004 -0.531 -0.074 0.064
C -0.061 -5.183 -1.824 -0.791
C 4.652 1.096 0.010 -0.394
H 4.395 0.045 0.035 0.440
N -1.972 0.349 -0.170 0.073
H -5.084 -0.876 0.055 0.407
Pt -0.021 0.002 0.055 0.294
H 5.500 4.857 -0.082 0.378
H 7.317 3.185 0.070 0.377
H -1.706 4.437 -1.039 0.348
C -0.058 -1.916 3.885 -0.547
H -0.041 -5.899 0.795 0.416
C -0.036 -3.966 1.672 -1.110
H -1.683 4.423 0.727 0.338
H -2.732 -1.578 -0.093 0.358
H -3.771 3.217 0.051 0.369
H -0.069 -2.846 -4.258 0.418
C -0.052 -2.935 -0.873 0.547
H -0.053 -1.340 -2.314 0.358
C -3.575 2.155 0.001 -1.005
H 6.766 0.774 0.137 0.386
C -1.118 2.556 -0.172 1.138
N 0.047 1.883 -0.230 0.676
C -0.043 -4.828 0.628 -0.956
C 3.627 2.034 -0.079 0.427
H -5.616 1.593 0.138 0.410
C -0.067 -4.660 -3.082 -0.609
H -0.087 -2.951 4.204 0.381
C -4.299 -0.134 0.017 -0.839
H -0.019 1.204 5.195 0.408
C 6.284 2.863 0.031 -0.395
C -1.175 4.051 -0.166 -1.591
C -2.230 1.715 -0.115 0.163
O 2.000 0.294 -0.139 -0.685
C -0.039 -2.569 1.442 1.576
C 3.941 3.390 -0.111 -0.290
N 1.273 2.480 -0.210 -0.944
```

---

[2]
ORCA calculation (wB97M-V/def2-TZVPD) on a structure of composition C29H22N6O8RuS2.

Computed properties:
LUMO energy (alpha / beta)	-0.1437 / -0.1807	hartree
multiplicity	6
total charge	+1
frontier orbital gap (alpha / beta)	6.12 / 5.10	eV
<S²>	8.759

The geometry in XYZ format:
```
68
Properties=species:S:1:pos:R:3:mulliken_charge:R:1
N -6.036 -2.689 4.032 -0.479
Ru 0.050 0.074 -0.973 0.388
O -2.679 -2.991 -1.797 -0.649
S -0.530 -2.926 1.941 1.000
H -1.877 5.016 -1.631 0.437
N -0.312 -1.512 1.132 -0.226
C 5.001 3.299 -1.018 0.470
C 4.236 3.768 -2.075 -0.769
C -0.309 -2.906 -1.820 0.881
O -1.669 -1.008 -1.593 -0.435
C 2.835 -1.237 -1.902 0.212
H -0.884 -4.946 -2.034 0.549
C -3.979 2.380 -1.593 -0.869
H -3.831 -2.510 5.475 0.306
H 4.684 4.356 -2.866 0.434
H -3.270 0.338 -1.391 0.603
C 0.096 3.216 -1.360 -0.361
H -6.811 -2.908 3.434 0.199
H 0.538 2.767 1.402 0.435
C 1.263 -4.674 -2.089 -0.575
H -5.366 -3.031 1.502 0.330
S 0.195 -0.147 3.504 -0.054
C -3.242 -2.977 1.684 -0.448
H 4.616 -0.666 -2.077 0.396
C -1.689 -2.306 -1.717 0.038
C -4.760 -2.748 3.549 1.131
C 2.320 2.634 -1.184 0.338
C 2.890 3.433 -2.162 -0.396
C -2.162 -2.852 2.556 -0.126
H -5.020 2.096 -1.649 0.445
C 2.288 -3.727 -2.039 -0.381
C 6.481 3.538 -0.927 0.536
C 1.930 -2.407 -1.875 0.168
H -4.321 4.489 -1.780 0.460
H -6.202 -2.696 5.021 0.197
C 0.395 1.802 1.858 -0.999
N 0.133 0.694 1.068 0.224
H 0.623 2.244 3.968 0.453
C 4.415 2.503 -0.035 -1.339
C -2.377 -2.684 3.919 -0.428
N -1.717 1.666 -1.373 0.433
H 0.423 4.256 -1.324 0.470
H 6.207 5.315 -1.593 0.332
H 2.623 1.549 0.646 0.372
N 0.659 -2.018 -1.747 0.022
C -3.664 -2.630 4.412 -0.798
H -1.530 -2.615 4.588 0.552
C -4.527 -2.921 2.176 -0.964
H 5.027 2.139 0.779 0.480
C -2.235 3.997 -1.584 -0.839
C -3.013 1.386 -1.447 -0.389
C 3.078 2.171 -0.113 -0.023
O 2.384 -0.105 -1.801 -0.365
O 0.366 -2.946 3.068 -0.702
H -3.080 -3.138 0.628 0.454
C -0.030 -0.428 1.801 0.784
N 0.940 2.264 -1.286 0.455
H 2.304 3.750 -3.015 0.559
O 4.111 -1.498 -2.076 -0.424
O 6.937 4.721 -1.378 -0.459
C -1.342 2.954 -1.443 0.379
C -3.592 3.700 -1.665 -0.345
H 1.501 -5.722 -2.204 0.466
O 7.227 2.719 -0.475 -0.523
C -0.050 -4.261 -1.998 -0.458
H 3.327 -4.004 -2.137 0.546
O -0.435 -3.941 0.929 -0.614
C 0.439 1.543 3.173 -0.497
```

---

[3]
ORCA calculation (wB97M-V/def2-TZVPD) on a structure of composition C29H23F3N5O4PdS.

Computed properties:
LUMO energy	0.0899	hartree
total charge	-1
frontier orbital gap	6.79	eV
ΔE to the lowest compared entry with this formula, charge and spin	0.987	eV

The geometry in XYZ format:
```
66
Properties=species:S:1:pos:R:3:mulliken_charge:R:1
C -3.436 5.562 -2.545 -1.587
N -2.793 1.547 0.225 0.612
C 1.401 3.068 1.290 -0.021
C 2.316 1.070 0.369 -0.324
H 3.634 -2.228 -2.567 0.430
C 3.605 2.346 1.978 0.367
S 0.286 -1.463 1.798 -0.285
C -0.762 2.669 -0.699 0.378
C 1.228 1.958 0.441 1.084
C 1.323 -5.830 0.879 0.931
C -3.128 -0.543 -2.177 0.349
H -3.657 5.262 -3.572 0.282
N 0.087 1.699 -0.241 0.281
H 5.713 2.074 2.341 0.357
H 4.731 2.044 3.800 0.284
O 1.439 -7.737 -0.549 -0.588
H 0.583 3.775 1.362 0.495
C -3.434 -2.018 -1.800 0.906
Pd -0.559 -0.316 -0.184 0.133
C -4.079 1.522 0.621 0.091
C -1.116 4.727 -1.966 -0.912
H -0.690 5.564 -2.509 0.365
H 2.636 4.139 2.656 0.352
C 1.375 -3.893 2.324 -1.260
C 0.571 -5.088 -0.028 -0.821
H -2.682 -1.057 2.028 0.466
H 4.233 0.498 1.120 0.457
C 0.634 -3.131 1.402 0.575
H -4.778 2.271 0.305 0.329
O 2.336 -7.962 1.456 -0.502
C 1.618 -1.541 -1.915 -0.511
C 2.555 3.266 2.018 -1.047
C 1.711 -5.206 2.069 -0.761
C 3.422 -0.602 -1.100 -0.067
H 2.294 -5.721 2.827 0.167
C 3.451 1.248 1.148 -0.582
O -1.922 -0.196 -2.049 -0.549
C -2.501 4.592 -1.877 0.215
H 0.245 -5.567 -0.942 0.450
H -4.387 5.627 -2.014 0.367
H 5.053 3.573 2.993 0.378
H -3.003 6.563 -2.583 0.395
H 4.406 -0.245 -0.858 0.481
F -4.744 -2.289 -1.733 -0.294
H 0.792 3.873 -1.514 0.501
H -4.061 3.374 -1.123 0.251
C 1.684 -7.226 0.511 0.726
C -3.012 -0.170 1.512 -0.335
H 2.436 -7.432 2.254 0.263
H 0.881 -2.125 -2.441 0.521
O -4.074 0.113 -2.606 -0.698
F -2.912 -2.390 -0.616 -0.215
C -0.283 3.784 -1.408 -0.039
C 3.014 -1.581 -1.975 -1.372
H -5.180 0.130 1.918 0.416
H 1.692 -3.426 3.247 0.392
C 4.839 2.517 2.821 -1.576
N -2.132 0.508 0.790 -0.411
C -2.990 3.504 -1.177 -0.858
N 1.221 -0.606 -1.071 0.101
F -2.905 -2.857 -2.727 -0.306
C -2.153 2.574 -0.568 0.498
N 2.328 -0.033 -0.557 0.354
C 0.230 -3.771 0.228 -0.213
C -4.264 0.439 1.448 -1.217
H -0.371 -3.228 -0.494 0.354
```